[1]
# C36H70N7O

6 unconnected molecules or ions with the total composition C36H70N7O (ωB97M-V with the def2-TZVPD basis set, the Open Molecules 2025 dataset).

```
114
Properties=species:S:1:pos:R:3
H -3.40163 10.38877 -6.37461
H -1.65200 -2.45337 6.24632
H -1.45970 1.90585 -6.23097
H 2.90343 -5.90098 1.91484
H 2.05139 -4.42754 2.41056
H -1.40598 -4.15135 8.79392
H 2.07125 -2.19906 0.45028
H -2.07855 12.92858 -5.27371
C 4.32077 1.30011 2.37107
C -5.74586 -5.73584 1.29817
H 5.34200 -8.72230 0.75023
H -5.91929 -5.95087 3.44593
H 0.93355 -7.28949 2.55644
C -1.97875 10.95993 -3.36808
H -0.68431 -2.07793 7.67060
N 0.72564 -5.28524 -0.49560
C -2.56484 -4.97718 7.17790
H 2.82607 1.69189 -0.18122
C 3.08461 0.53350 -0.26522
H 4.91775 -0.42778 0.39585
H -5.97513 -6.78965 1.09786
H -0.93130 -6.28533 3.84786
C 5.49397 -9.00228 1.79826
C 1.26502 -5.35508 0.64199
H 3.75501 0.83692 -3.36691
H -3.52608 3.56878 -5.65036
C -1.51400 2.56631 -5.23906
C 6.80239 -8.41226 2.32789
O -4.32010 6.86833 -1.63517
H -0.17105 1.05016 -3.30061
H -1.75984 -5.61092 6.79033
C -5.18956 -5.58608 2.71546
H -4.34095 7.48341 -3.68210
H -3.63494 8.90291 -2.04998
H -1.28427 5.16028 -3.92597
H 2.08050 0.11764 -3.84757
C -3.42536 11.40269 -5.95888
H 1.20844 -0.06367 0.88361
H -1.15164 10.00068 -5.10079
H -2.16564 4.31694 -6.72254
H -2.29059 6.13612 -5.19732
H 5.52400 -10.09537 1.85670
H 1.43985 -0.59704 -1.49355
H -0.23917 11.41297 -4.53905
H 1.53267 -6.35276 3.92528
C -2.01501 11.90946 -5.67442
H 3.21934 -1.13424 -1.82145
H 5.12797 0.54806 -1.00777
C 4.32722 -8.49017 2.62717
C 1.91537 -5.43925 2.01334
C -2.38590 3.89942 -5.62698
H 4.28020 2.34332 2.94962
H -4.55176 5.06092 -4.23865
H -1.46151 11.96835 -6.61809
H 6.95651 -8.72326 3.36843
H 2.70754 -0.00604 3.32171
N 4.60887 0.45776 -0.10003
H -3.22042 8.14430 -0.31379
H -5.23612 -5.32813 -0.76536
H -2.56231 7.16460 -2.92966
C 0.03788 2.85696 -4.79162
C 2.52751 -0.17971 -1.63200
C 0.27171 2.13902 -3.29953
H -0.91199 -5.63416 2.21031
H -5.01411 8.78702 -0.75947
N 2.64509 -1.66455 1.17016
C 2.63579 0.73382 -2.98896
H 1.98916 2.75242 -1.89135
H 6.13156 1.57058 1.01285
H -3.85152 -5.79831 0.21839
C -3.69052 6.79158 -2.98028
C -1.09584 -2.90004 7.07658
C 2.38520 -0.17404 1.05146
H -2.03196 1.89792 -4.39692
H 0.34646 3.98609 -4.77098
C -1.24684 11.01533 -4.69920
H 2.42742 2.88340 -3.71972
N -2.58579 10.91395 -2.26385
N 3.35933 -8.06546 3.31473
C -3.60912 5.22547 -3.55358
N -2.83975 -7.05290 2.96209
C -4.78573 -5.22793 0.22720
C 4.95062 1.59463 0.88617
H -3.92527 12.05559 -6.68129
H -0.28714 -4.65841 3.55669
H -4.54333 -4.17095 0.38683
H 6.05907 -6.43769 2.88191
H -3.18512 -5.58582 7.84422
C 2.79429 0.70283 2.37466
C 6.83733 -6.88886 2.25828
C -3.41456 -4.48274 6.01853
C -3.90516 -6.38783 2.85021
H 0.79043 2.30232 -5.51991
H 1.99299 1.54787 2.50942
H 2.20283 -1.97024 2.08890
H -2.80427 -3.17324 8.34870
H 4.69457 2.65986 0.44546
H 7.80014 -6.51392 2.61953
H 7.63828 -8.81389 1.74452
H -4.04058 11.38976 -5.05361
H -3.54251 4.45014 -2.65497
N -4.11947 -4.07270 5.05682
H 5.02814 0.52815 2.91417
H -0.33506 2.78845 -2.50392
H -6.68778 -5.18134 1.22282
H -0.25894 -3.47397 6.66229
C 1.03835 -6.27135 2.95092
C -0.35111 -5.67404 3.14945
H -4.98277 -4.53377 2.93848
C -2.27863 5.13364 -4.54917
H 6.69989 -6.53982 1.22837
C 1.88756 2.18969 -2.91208
C -1.98861 -3.78361 7.94206
C -4.03591 8.25633 -1.15298
```

Calculated values
Frontier orbital gap: 8.02 eV
Lowest unoccupied orbital energy: -2.71 eV
Net charge: +1



[2]
# C36H70O15S2

11 unconnected molecules or ions with the total composition C36H70O15S2 (ωB97M-V with the def2-TZVPD basis set, the Open Molecules 2025 dataset).

```
123
Properties=species:S:1:pos:R:3
H 3.68593 -5.18033 -2.19009
S -4.73434 -1.27791 1.26556
O 1.77518 -1.41370 -2.61986
H 4.69382 5.71853 4.20468
C -0.49043 -1.35437 -3.28945
H -2.68765 -0.60619 7.78906
H -1.20083 4.04500 -3.85839
H 4.06707 6.90905 3.10096
C 3.28373 4.87982 2.78286
H 2.33868 1.81309 1.73667
H -2.44961 -3.09269 -0.35413
C -2.37894 0.30188 4.45788
H -1.98393 2.30769 -6.06453
H -0.98313 -4.15181 -0.45013
H 4.49052 -0.66355 -0.12096
H 3.22073 1.81263 5.69750
H 3.18958 4.01974 0.76364
H 0.66380 -2.10024 -5.58063
H -1.16735 -6.60498 0.18786
H 3.99592 1.46338 4.10528
C 1.57922 5.67384 4.07356
C 2.24513 -4.69901 -0.67157
H 3.67160 3.94234 3.20395
H -3.83375 -0.96172 6.47723
H -5.48641 -0.14419 -2.12605
H -2.30942 -0.73346 4.11851
H 0.79273 1.40865 2.49980
C -4.86936 0.01116 0.02431
O -3.37104 -1.73100 1.35902
H 0.72338 1.06140 -3.55400
H -3.60162 2.11787 -6.74545
C 4.48744 -0.35629 -1.17156
H 2.20465 -2.80093 0.36861
C -2.05352 -6.55107 -0.43981
O 6.05160 1.42867 -1.35028
C -2.78484 -0.78127 6.72175
H 4.37536 -1.26972 -1.75372
C 0.97613 -1.66409 -3.49745
O -3.98491 -5.21479 -0.12450
C 1.30590 -0.00477 1.03202
C 3.60574 4.85265 1.31929
C -2.24731 0.38768 5.94267
H -2.06841 -3.93207 -1.84227
H 6.58846 -0.40504 -3.37832
C 1.33261 1.44295 1.54467
H -0.31573 4.57152 -2.34377
O 1.70206 3.43157 -2.67019
C -2.01890 -4.01150 -0.74662
H -5.39444 0.88829 0.40381
C -2.80947 -5.24222 -0.40953
O 2.71299 6.25394 4.55286
O -5.40689 -0.80674 2.44435
C 0.73442 1.91717 -4.23673
C -3.51705 2.46135 -4.61974
H 0.96499 2.56029 -0.32773
O -1.05987 1.03983 -1.18325
H -0.57697 -1.13129 0.39386
H -0.60555 -0.28208 1.91120
H 3.90632 -6.08292 -0.71727
O 1.08788 -4.96532 -0.44620
H 2.33280 -1.70461 -5.12916
H 3.70864 0.38066 -1.33299
C -5.64564 -0.59200 -1.15098
H 1.66801 -3.29937 -4.69579
H -1.94214 1.08416 3.84089
C 6.81325 -0.58106 -2.32498
H 0.53506 1.22930 5.17227
H -4.38961 -2.29536 -1.32471
H 1.58714 1.87115 -4.90208
H -2.96492 3.73465 -6.26073
H 1.73259 -0.63661 1.81163
H 2.56795 -6.50868 -1.78451
C -3.55338 1.03602 -4.10519
H -3.07593 0.35054 -4.80514
H -6.70377 -0.39364 -0.93276
C 0.70968 3.08097 -3.27028
H -0.60162 -0.33014 -2.95053
H 0.06168 3.20326 1.09081
C 0.51882 2.32360 0.64012
H 2.44429 2.28500 4.20980
O -3.87134 3.37704 -3.91939
C -0.61148 3.75004 -2.98934
C 3.06181 1.50131 4.65999
O 2.81643 -0.82925 4.26662
H -3.88308 0.44988 -0.13950
O 0.49699 5.85391 4.50518
C 3.13932 -5.67706 -1.38280
H 4.70227 4.78396 1.28727
C 0.92604 0.21301 5.26704
H -2.24005 -1.69334 6.45898
H 0.89947 -0.05752 6.31814
H -3.44234 0.51134 4.22586
H -4.59305 0.73068 -3.98495
C 1.43606 -2.24395 -4.82869
H -3.07610 1.00862 -3.12440
H -5.96348 -2.72556 -1.77922
H 6.67523 -1.65313 -2.16514
O -2.06060 1.55024 1.08448
H 3.39715 5.78866 0.79666
H -1.05247 -1.58879 -4.19124
H -1.78511 -6.83503 -1.46009
C -3.01571 2.67655 -6.01626
C 5.83564 0.25794 -1.53248
H 7.83262 -0.32453 -2.05169
H -1.26278 2.99910 -2.53137
C 3.79267 6.01800 3.67412
H 3.82071 -3.57540 0.15190
O 1.86514 4.92075 2.97931
H 0.31699 -0.41610 4.61975
H -0.86043 -1.97523 -2.46897
H 1.87000 -0.12412 0.10620
H -5.41421 -3.48429 0.68928
C -5.72009 -2.49186 0.36586
H -0.24533 1.86297 -4.71257
C 2.84240 -3.37136 -0.29710
C -0.18841 -0.25051 0.89924
C 2.32205 0.19092 4.68542
C -5.43638 -2.09683 -1.05559
H -6.72873 -2.29980 0.73677
S -0.93029 1.27125 0.23235
H 3.03706 -2.79083 -1.20268
O -1.82152 1.36517 6.51430
H -2.74793 -7.31937 -0.08621
```

Calculated values
Frontier orbital gap: 9.42 eV
Lowest unoccupied orbital energy: 0.18 eV
Energy above the lowest of the compared OMol25 structures with the same formula, charge and spin: 26.4 kcal/mol
SMILES: C[C@H]1COC(=O)O1.O=S1(=O)CCCC1.O=S1(=O)CCCC1.CC(C)=O.CC(C)=O.CC(C)=O.CC(C)=O.CC(C)=O.CC(C)=O.CC(C)=O.CC(C)=O



[3]
# C36H70O22Si2

A molecular structure, C36H70O22Si2 (ωB97M-V with the def2-TZVPD basis set, the Open Molecules 2025 dataset).

```
130
Properties=species:S:1:pos:R:3
H -0.91081 -3.08717 -9.88918
O -0.59465 1.03865 1.30315
O 2.03325 4.56305 -10.91759
H -0.14680 1.74577 -11.19352
Si 3.94395 -2.97062 -5.47424
C -0.26341 -0.02019 0.56120
H -2.35514 -3.60530 -10.74088
H -3.55544 2.75372 13.63236
H 4.31416 -1.65438 0.90738
H -6.57500 2.20970 13.63955
O -0.07099 -0.77778 -10.08593
H 3.76158 5.49191 -4.52743
O 1.80569 5.55906 -3.81725
H -2.44055 -2.01808 9.99976
C 0.20425 1.05501 -11.96148
H 5.26504 -4.63272 -4.12751
C 2.21632 -3.39252 12.64721
H 4.87438 -3.38630 -6.54533
O -1.58300 -1.79225 11.88930
C 2.76639 5.79768 -4.85114
H -7.07862 0.14333 7.37533
C -5.27924 -1.71207 5.48984
H 2.26387 -2.93302 11.65984
C 6.42350 -1.85417 -3.18627
C -1.65863 0.81927 2.23930
C -5.62525 2.41193 13.14485
O -1.68896 -1.77766 -11.31142
C -3.75481 -2.43777 3.89532
Si 4.85343 -0.51458 -6.55129
H -4.38866 1.70573 14.76804
O 2.79199 2.60586 -11.75321
H 6.10725 0.14974 -6.14593
H 2.20069 7.41922 -13.71239
O -0.21564 -3.07815 10.63116
H 2.37645 -2.60043 13.38017
H -6.31871 -2.30775 12.35629
O -0.18542 -3.09429 12.89338
C -2.75158 -2.20521 -9.16520
H 2.78781 -4.47615 -1.84608
H -2.46515 0.25050 1.77595
H 1.74685 -1.46571 -0.40790
H 3.05108 5.38630 -6.93922
O 2.06544 4.09797 -13.13164
H -3.25515 -3.17851 4.51842
C 3.45287 -3.11508 -0.40650
H 5.20443 -1.41140 -7.67324
H -5.75184 3.32236 12.56080
H 0.68028 -4.82617 12.12242
H -1.37062 -0.59900 10.20518
H -7.00813 -1.57824 9.14643
O 4.11911 -1.31078 -5.27611
C 1.91474 4.39046 -3.18525
H 6.48913 -2.46778 -4.08987
H 1.07700 5.33060 -14.40347
H 3.03614 6.56460 -12.40809
C -6.20511 -1.51779 8.41122
H -2.26802 -1.37086 -8.65687
O -0.72361 -0.02159 -12.11214
O -5.97725 -0.18546 13.70277
H 1.86691 2.90043 -1.07240
C 2.36793 5.11553 -6.13789
C 5.28330 -1.74795 -0.99833
C 1.52275 5.39673 -13.41208
O -5.80233 -2.79420 5.53380
H 0.17612 3.26895 -0.72112
C 3.50765 -3.68695 -1.64035
C 5.32830 -2.33227 -2.24917
H -0.78540 -0.86103 3.27783
C -0.62119 -2.69659 11.69760
C 2.60471 6.45522 -13.40322
H -7.49632 -1.41013 6.67646
O -5.61063 -0.64690 6.21994
H 2.37723 4.02978 -6.02296
H 5.99191 -0.97016 -0.72861
O -0.77829 -1.10764 0.60831
H 1.19506 0.68549 -11.71671
H -2.05705 1.80279 2.48363
O -5.31607 1.37420 12.20332
H -2.96558 -2.98076 -8.42953
H -4.70425 3.44627 14.79490
C -1.15215 0.14316 3.49457
C -2.11405 -1.23576 10.68340
C 2.26945 3.83005 -11.84233
H 3.02458 -4.11943 12.72928
H 6.28036 -0.81239 -3.47388
H 0.57009 2.29344 -2.14293
C 1.23531 -0.74836 -1.04001
H -5.84724 -2.52797 8.20677
C -6.68878 -0.84686 7.14393
H 1.35569 5.40201 -6.42619
C 4.34720 -2.12611 -0.06909
C -1.87331 -2.74834 -10.27225
H 3.54056 -4.73256 -3.87151
H 0.42828 -1.22671 -1.59306
C -0.75799 -0.85444 -11.07201
H 2.53730 -3.20670 -5.85314
O -4.25508 -1.37097 4.70535
H 2.79044 6.87662 -4.99779
H -4.55041 -2.90383 3.31776
H 0.86196 -4.54579 13.84529
O 2.74106 3.53998 -3.39572
H 1.94915 -0.34032 -1.75236
H -4.57284 -2.36123 12.74485
H 2.25076 2.31379 -9.75863
O 0.94838 4.33561 -2.27288
C 3.10930 2.20385 -10.41671
H -2.97342 -0.62989 10.95034
C 4.37509 -4.02095 -3.94623
C -5.54046 0.13129 12.62902
H -5.13598 -2.67446 11.09745
H 3.97700 0.54496 -7.09301
H 0.25309 1.58072 -12.91134
H -0.31884 0.70211 3.92291
C -4.50451 2.59342 14.14606
C 0.89968 3.12149 -1.51793
H 2.72513 -3.44406 0.32869
H -5.37024 -0.96450 8.84428
H 3.95441 2.78151 -10.04401
O -5.18021 -0.70750 11.65275
C 0.87555 -4.05873 12.87126
H 7.38213 -1.98366 -2.67104
H 3.38935 1.15394 -10.45097
H -3.69309 -1.83354 -9.57220
C 4.42019 -3.31503 -2.60117
H -1.94711 0.06779 4.23736
H 0.72237 5.63677 -12.71232
C -5.31564 -2.08870 11.99592
H -3.02843 -2.01153 3.20829
H 3.41578 6.17807 -14.07816
O 0.74452 0.33347 -0.23316
```

Calculated values
Frontier orbital gap: 9.56 eV
Lowest unoccupied orbital energy: 0.62 eV



Max |F| across the listed records, respectively: 10.247; 3.077; 1.483 eV/A.